Entry 1:
Computed, not measured: 4 unconnected molecules or ions with the total composition C26H66F9N9O8P4S2 at a distorted geometry, with wB97M-V/def2-TZVPD.

Summary:
* HOMO-LUMO gap: 0.276 Ha
* spin multiplicity: 1
* LUMO energy: -0.009 Ha

Bonds (Å) are listed after each position.
Positions of all 124 atoms, in Å:
1 S 3.486 -0.370 0.049  P3 1.908
2 S -5.372 1.041 -0.579  F7 1.585, F8 1.588, F9 1.599, F11 1.616, F12 1.583, C56 1.871
3 P 2.062 0.608 -0.760  S1 1.908, O19 1.631, O22 1.647, C47 1.899
4 P -4.405 -0.935 -6.936  O20 1.519, N25 1.772, N27 1.740, N32 1.728
5 P 5.860 1.911 4.665  O17 1.518, N24 1.771, N28 1.743, N31 1.727
6 P 1.779 -4.271 1.840  O21 1.517, N26 1.742, N29 1.727, N30 1.771
7 F -5.740 -0.382 0.013  S2 1.585
8 F -3.930 0.471 -0.922  S2 1.588
9 F -6.871 1.500 -0.264  S2 1.599
10 F -6.155 3.237 -1.756  C56 1.319
11 F -5.869 0.511 -2.022  S2 1.616
12 F -4.952 1.506 0.874  S2 1.583
13 F -4.886 4.254 0.492  C34 1.338
14 F -4.317 2.493 -2.487  C56 1.344
15 F -4.056 4.795 -1.391  C34 1.373
16 O 0.256 1.033 2.971  C52 1.166
17 O 6.886 0.950 4.091  P5 1.518
18 O 2.427 3.189 -0.174  C47 1.409, H78 0.970
19 O 2.347 1.108 -2.287  P3 1.631, H82 0.972
20 O -2.924 -0.911 -6.599  P4 1.519
21 O 1.797 -2.836 1.349  P6 1.517
22 O 0.707 -0.325 -0.850  P3 1.647, H69 0.974
23 O 1.651 2.009 1.585  C47 1.395, C52 1.390
24 N 4.412 2.791 5.179  P5 1.771, C42 1.484, C46 1.470
25 N -6.076 -1.340 -7.365  P4 1.772, C39 1.484, C48 1.471
26 N 1.034 -3.902 3.372  P6 1.742, C51 1.460, C53 1.452
27 N -4.931 -0.444 -5.352  P4 1.740, C41 1.460, C49 1.455
28 N 6.236 1.559 6.329  P5 1.743, C37 1.459, C54 1.451
29 N 0.585 -4.852 0.735  P6 1.727, C38 1.451, C58 1.462
30 N 2.140 -5.909 2.410  P6 1.771, C33 1.470, C36 1.484
31 N 6.643 3.371 4.176  P5 1.727, C44 1.450, C57 1.462
32 N -4.398 0.422 -8.005  P4 1.728, C50 1.451, C55 1.461
33 C 2.396 -6.165 3.835  N30 1.470, H60 1.086, H113 1.093, H118 1.094
34 C -4.205 3.732 -0.535  F13 1.338, F15 1.373, C45 1.546, C56 1.547
35 C -0.292 4.002 -0.005  C40 1.543, C43 1.552, H59 1.100, H87 1.100
36 C 3.304 -6.449 1.663  N30 1.484, H72 1.091, H101 1.093, H121 1.093
37 C 6.404 0.138 6.615  N28 1.459, H70 1.094, H89 1.096, H109 1.092
38 C -0.265 -6.011 0.933  N29 1.451, H76 1.099, H94 1.093, H104 1.086
39 C -6.079 -2.364 -8.439  N25 1.484, H86 1.093, H97 1.094, H120 1.091
40 C 0.116 2.541 -0.284  C35 1.543, C47 1.555, H64 1.109, H95 1.105
41 C -4.241 -1.125 -4.260  N27 1.460, H75 1.092, H110 1.090, H117 1.098
42 C 3.415 2.792 4.079  N24 1.484, H74 1.093, H84 1.092, H115 1.091
43 C -1.714 4.374 -0.506  C35 1.552, C45 1.557, H73 1.101, H83 1.097
44 C 6.474 4.673 4.790  N31 1.450, H99 1.099, H116 1.086, H124 1.094
45 C -2.774 3.293 -0.145  C34 1.546, C43 1.557, H92 1.101, H98 1.093
46 C 3.695 2.395 6.400  N24 1.470, H77 1.094, H96 1.086, H119 1.093
47 C 1.542 2.160 0.203  P3 1.899, O18 1.409, O23 1.395, C40 1.555
48 C -7.019 -1.802 -6.336  N25 1.471, H67 1.094, H79 1.086, H100 1.093
49 C -5.105 0.965 -5.033  N27 1.455, H80 1.093, H81 1.098, H88 1.081
50 C -5.540 1.257 -8.327  N32 1.451, H66 1.086, H114 1.093, H122 1.099
51 C 1.587 -2.727 4.038  N26 1.460, H61 1.097, H68 1.092, H111 1.094
52 C 0.998 0.887 2.083  O16 1.166, O23 1.390, H90 1.106
53 C -0.411 -3.913 3.516  N26 1.452, H63 1.092, H102 1.097, H103 1.092
54 C 7.243 2.325 7.041  N28 1.451, H62 1.097, H93 1.092, H108 1.092
55 C -3.587 0.248 -9.209  N32 1.461, H91 1.099, H112 1.090, H123 1.093
56 C -5.016 2.705 -1.358  S2 1.871, F10 1.319, F14 1.344, C34 1.547
57 C 6.765 3.544 2.729  N31 1.462, H105 1.090, H106 1.093, H107 1.098
58 C 0.974 -4.786 -0.672  N29 1.462, H65 1.093, H71 1.099, H85 1.091
59 H 0.404 4.663 -0.544  C35 1.100
60 H 1.488 -6.065 4.424  C33 1.086
61 H 1.172 -1.791 3.645  C51 1.097
62 H 8.173 2.429 6.469  C54 1.097
63 H -0.708 -3.478 4.473  C53 1.092
64 H 0.012 2.356 -1.372  C40 1.109
65 H 0.091 -4.769 -1.317  C58 1.093
66 H -6.129 1.522 -7.455  C50 1.086
67 H -7.953 -2.124 -6.807  C48 1.094
68 H 2.672 -2.688 3.921  C51 1.092
69 H 0.095 0.042 -1.512  O22 0.974
70 H 6.244 -0.055 7.680  C37 1.094
71 H 1.596 -5.644 -0.963  C58 1.099
72 H 3.432 -7.514 1.861  C36 1.091
73 H -1.640 4.493 -1.597  C43 1.101
74 H 3.866 3.131 3.143  C42 1.093
75 H -4.083 -2.179 -4.499  C41 1.092
76 H 0.257 -6.958 0.739  C38 1.099
77 H 2.763 2.963 6.483  C46 1.094
78 H 2.241 3.383 -1.106  O18 0.970
79 H -7.294 -0.997 -5.661  C48 1.086
80 H -6.013 1.361 -5.493  C49 1.093
81 H -4.241 1.566 -5.347  C49 1.098
82 H 2.823 0.409 -2.767  O19 0.972
83 H -1.988 5.344 -0.071  C43 1.097
84 H 3.008 1.792 3.910  C42 1.092
85 H 1.538 -3.878 -0.884  C58 1.091
86 H -5.436 -2.058 -9.269  C39 1.093
87 H -0.204 4.223 1.069  C35 1.100
88 H -5.248 1.118 -3.973  C49 1.081
89 H 7.401 -0.228 6.342  C37 1.096
90 H 1.184 -0.142 1.725  C52 1.106
91 H -4.131 -0.305 -9.988  C55 1.099
92 H -2.752 3.209 0.953  C45 1.101
93 H 7.485 1.854 7.996  C54 1.092
94 H -1.118 -5.959 0.252  C38 1.093
95 H -0.604 1.852 0.193  C40 1.105
96 H 4.266 2.638 7.291  C46 1.086
97 H -5.716 -3.330 -8.074  C39 1.094
98 H -2.451 2.378 -0.650  C45 1.093
99 H 5.542 5.169 4.486  C44 1.099
100 H -6.625 -2.639 -5.755  C48 1.093
101 H 3.156 -6.342 0.585  C36 1.093
102 H -0.917 -3.354 2.719  C53 1.097
103 H -0.795 -4.935 3.544  C53 1.092
104 H -0.683 -6.064 1.934  C38 1.086
105 H 6.985 2.598 2.235  C57 1.090
106 H 7.584 4.226 2.488  C57 1.093
107 H 5.842 3.945 2.289  C57 1.098
108 H 6.867 3.316 7.307  C54 1.092
109 H 5.668 -0.458 6.070  C37 1.092
110 H -4.843 -1.092 -3.352  C41 1.090
111 H 1.383 -2.771 5.112  C51 1.094
112 H -2.669 -0.298 -8.992  C55 1.090
113 H 3.165 -5.505 4.245  C33 1.093
114 H -5.193 2.202 -8.755  C50 1.093
115 H 2.593 3.475 4.298  C42 1.091
116 H 6.488 4.634 5.876  C44 1.086
117 H -3.261 -0.679 -4.045  C41 1.098
118 H 2.725 -7.199 3.973  C33 1.094
119 H 3.446 1.331 6.411  C46 1.093
120 H -7.081 -2.497 -8.847  C39 1.091
121 H 4.227 -5.927 1.927  C36 1.093
122 H -6.215 0.790 -9.057  C50 1.099
123 H -3.291 1.216 -9.620  C55 1.093
124 H 7.304 5.325 4.502  C44 1.094



Entry 2:
Computed, not measured: 3 unconnected molecules or ions with the total composition C26H66N6O7P2 at a distorted geometry, with wB97M-V/def2-TZVPD.

Summary:
* HOMO-LUMO gap: 0.226 Ha
* spin multiplicity: 1
* LUMO energy: -0.064 Ha

Bonds (Å) are listed after each position.
Positions of all 107 atoms, in Å:
1 P 0.822 -6.016 -1.853  O9 1.548, N11 1.780, N12 1.764, N13 1.717
2 P 4.235 0.371 -1.486  O8 1.548, N10 1.717, N14 1.764, N15 1.780
3 O -6.944 2.834 -0.026  C21 1.483, H82 1.018
4 O -2.510 7.236 0.879  C22 1.471, C37 1.471
5 O -3.728 6.148 3.007  C16 1.471, C29 1.499
6 O -4.498 3.828 4.600  C36 1.488, C39 1.489
7 O -5.636 2.629 2.864  C26 1.478, C36 1.479
8 O 4.101 0.662 0.029  P2 1.548
9 O 1.098 -4.603 -2.421  P1 1.548
10 N 2.557 0.630 -1.744  P2 1.717, C18 1.467, C35 1.451
11 N 0.505 -7.641 -1.199  P1 1.780, C24 1.476, C31 1.459
12 N -0.914 -5.735 -1.994  P1 1.764, C19 1.496, C38 1.469
13 N 1.458 -6.770 -3.258  P1 1.717, C34 1.451, C40 1.467
14 N 4.585 -1.321 -1.131  P2 1.764, C25 1.496, C32 1.469
15 N 4.388 0.037 -3.227  P2 1.780, C17 1.476, C23 1.459
16 C -4.003 6.281 4.446  O5 1.471, C39 1.672, H63 1.172, H103 1.194
17 C 5.675 0.632 -3.639  N15 1.476, H50 1.099, H71 1.095, H86 1.096
18 C 2.242 2.056 -1.890  N10 1.467, H56 1.093, H62 1.093, H81 1.095
19 C -1.297 -4.293 -1.890  N12 1.496, H57 1.099, H70 1.098, H93 1.099
20 C 1.895 3.395 2.065  C27 1.668, C30 1.640, H51 1.181, H100 1.186
21 C -7.210 1.865 1.065  O3 1.483, C26 1.661, H83 1.192, H102 1.191
22 C -2.015 5.888 1.197  O4 1.471, C29 1.667, C41 1.639, H99 1.191
23 C 4.292 -1.229 -3.948  N15 1.459, H58 1.099, H59 1.095, H89 1.089
24 C 0.805 -7.560 0.244  N11 1.476, H79 1.096, H97 1.099, H98 1.095
25 C 5.228 -1.532 0.203  N14 1.496, H45 1.098, H94 1.099, H107 1.099
26 C -7.080 2.594 2.551  O7 1.478, C21 1.661, H52 1.186, H55 1.171
27 C 0.277 3.124 1.765  C20 1.668, C28 1.656, H88 1.172, H105 1.191
28 C -0.251 3.991 0.456  C27 1.656, C41 1.669, H72 1.181, H106 1.193
29 C -2.392 5.509 2.775  O5 1.499, C22 1.667, H80 1.170, H90 1.192
30 C 2.444 2.239 3.091  C20 1.640, C33 1.666, H46 1.192, H96 1.188
31 C -0.688 -8.475 -1.307  N11 1.459, H61 1.095, H73 1.089, H104 1.099
32 C 3.587 -2.396 -1.190  N14 1.469, H48 1.096, H69 1.089, H78 1.091
33 C 2.262 2.796 4.651  C30 1.666, H42 1.175, H43 1.190, H67 1.189
34 C 0.954 -7.939 -3.955  N13 1.451, H44 1.097, H47 1.090, H49 1.090
35 C 1.655 -0.117 -2.601  N10 1.451, H66 1.097, H68 1.090, H76 1.090
36 C -5.584 2.848 4.326  O6 1.488, O7 1.479, H74 1.179, H101 1.179
37 C -1.690 8.295 1.489  O4 1.471, H64 1.193, H75 1.172, H84 1.170
38 C -1.736 -6.215 -3.113  N12 1.469, H53 1.089, H54 1.096, H85 1.091
39 C -5.177 5.140 4.788  O6 1.489, C16 1.672, H60 1.187, H91 1.171
40 C 2.921 -6.869 -3.208  N13 1.467, H77 1.093, H92 1.095, H95 1.094
41 C -0.447 5.611 0.809  C22 1.639, C28 1.669, H65 1.171, H87 1.194
42 H 2.841 2.143 5.437  C33 1.175
43 H 1.093 2.750 4.868  C33 1.190
44 H 1.441 -8.045 -4.932  C34 1.097
45 H 5.723 -2.511 0.263  C25 1.098
46 H 1.851 1.208 3.013  C30 1.192
47 H -0.108 -7.866 -4.191  C34 1.090
48 H 4.007 -3.344 -0.833  C32 1.096
49 H 1.136 -8.867 -3.413  C34 1.090
50 H 6.516 0.087 -3.187  C17 1.099
51 H 1.956 4.495 2.491  C20 1.181
52 H -7.730 2.058 3.385  C26 1.186
53 H -1.884 -7.294 -3.109  C38 1.089
54 H -2.761 -5.837 -3.038  C38 1.096
55 H -7.476 3.692 2.455  C26 1.171
56 H 2.680 2.635 -1.072  C18 1.093
57 H -0.749 -3.788 -1.083  C19 1.099
58 H 4.442 -1.066 -5.024  C23 1.099
59 H 5.043 -1.960 -3.631  C23 1.095
60 H -5.980 5.269 3.924  C39 1.187
61 H -1.577 -8.007 -0.870  C31 1.095
62 H 1.166 2.246 -1.860  C18 1.093
63 H -3.058 6.168 5.130  C16 1.172
64 H -2.383 9.265 1.542  C37 1.193
65 H 0.336 5.978 1.598  C41 1.171
66 H 0.613 0.147 -2.388  C35 1.097
67 H 2.577 3.939 4.743  C33 1.189
68 H 1.817 0.080 -3.660  C35 1.090
69 H 3.279 -2.646 -2.204  C32 1.089
70 H -2.363 -4.174 -1.654  C19 1.098
71 H 5.736 1.677 -3.317  C17 1.095
72 H -1.240 3.492 0.049  C28 1.181
73 H -0.896 -8.793 -2.327  C31 1.089
74 H -6.568 3.327 4.764  C36 1.179
75 H -0.764 8.536 0.812  C37 1.172
76 H 1.701 -1.192 -2.427  C35 1.090
77 H 3.348 -7.166 -4.170  C40 1.093
78 H 2.708 -2.166 -0.587  C32 1.091
79 H 0.802 -8.543 0.729  C24 1.096
80 H -2.390 4.357 2.975  C29 1.170
81 H 2.642 2.451 -2.829  C18 1.095
82 H -7.446 2.542 -0.862  O3 1.018
83 H -6.419 0.982 0.941  C21 1.192
84 H -1.341 8.086 2.586  C37 1.170
85 H -1.328 -5.905 -4.076  C38 1.091
86 H 5.808 0.631 -4.728  C17 1.096
87 H -0.190 6.170 -0.214  C41 1.194
88 H -0.379 3.276 2.724  C27 1.172
89 H 3.298 -1.670 -3.903  C23 1.089
90 H -1.598 6.045 3.485  C29 1.192
91 H -5.619 5.251 5.866  C39 1.171
92 H 3.239 -7.588 -2.446  C40 1.095
93 H -1.108 -3.755 -2.829  C19 1.099
94 H 6.009 -0.783 0.397  C25 1.099
95 H 3.366 -5.901 -2.960  C40 1.094
96 H 3.593 1.973 2.955  C30 1.188
97 H 0.074 -6.919 0.756  C24 1.099
98 H 1.801 -7.134 0.406  C24 1.095
99 H -2.662 5.132 0.543  C22 1.191
100 H 2.456 3.294 1.025  C20 1.186
101 H -5.261 1.853 4.870  C36 1.179
102 H -8.299 1.412 0.901  C21 1.191
103 H -4.513 7.351 4.586  C16 1.194
104 H -0.537 -9.425 -0.776  C31 1.099
105 H 0.212 1.969 1.481  C27 1.191
106 H 0.638 3.934 -0.337  C28 1.193
107 H 4.492 -1.487 1.019  C25 1.099